C19H45N6O11SZr as an isolated structure, computed with the ωB97M-V functional and the def2-TZVPD basis.

Positions of all 83 atoms, in Å:
Zr  -0.486  2.951  0.825
C  0.040  -0.455  0.877
O  -0.166  0.855  0.419
H  -0.583  -1.193  0.362
H  1.056  -0.847  0.908
H  -0.383  -0.478  1.888
S  -0.895  2.240  3.590
O  0.297  2.612  2.754
O  -1.015  0.858  3.985
O  -1.043  3.185  4.650
O  -1.811  2.524  2.425
C  -2.966  -1.356  -1.908
O  -3.960  -0.698  -2.173
N  -2.677  -2.620  -2.267
C  -1.306  -3.100  -2.305
C  -3.698  -3.402  -2.973
H  -2.124  -0.792  -1.461
H  -0.837  -2.725  -3.216
H  -1.244  -4.187  -2.314
H  -0.762  -2.817  -1.404
H  -3.598  -4.430  -2.617
H  -4.689  -3.087  -2.665
H  -3.535  -3.418  -4.049
C  0.819  -5.881  3.304
O  0.466  -6.606  4.205
N  0.296  -4.669  3.044
C  0.496  -3.985  1.792
C  -0.599  -4.025  3.992
H  1.623  -6.116  2.588
H  -0.486  -3.644  1.444
H  0.802  -4.668  0.998
H  1.158  -3.118  1.853
H  -0.341  -4.361  4.995
H  -0.419  -2.948  4.019
H  -1.649  -4.226  3.784
C  -0.717  3.075  -2.744
O  -0.623  2.987  -1.512
N  -0.370  4.168  -3.419
C  -0.576  4.263  -4.862
C  0.059  5.428  -2.814
H  -1.183  2.342  -3.410
H  0.254  4.577  -5.494
H  -1.413  4.939  -5.042
H  -0.761  3.235  -5.185
H  -0.771  6.136  -2.832
H  0.406  5.275  -1.796
H  0.866  5.826  -3.424
C  2.539  -0.603  -2.480
O  2.955  -1.628  -2.960
N  3.218  0.573  -2.562
C  4.495  0.565  -3.286
C  2.842  1.834  -1.956
H  1.599  -0.497  -1.917
H  5.122  1.421  -3.066
H  4.276  0.615  -4.361
H  4.921  -0.429  -3.164
H  2.049  1.647  -1.231
H  3.669  2.371  -1.497
H  2.458  2.452  -2.779
C  4.072  0.097  4.300
O  4.433  0.710  5.273
N  4.714  -0.851  3.582
C  4.135  -1.316  2.351
C  6.067  -1.219  3.923
H  3.050  0.215  3.895
H  3.595  -2.264  2.487
H  4.928  -1.533  1.636
H  3.384  -0.681  1.880
H  6.727  -1.056  3.053
H  6.521  -0.541  4.639
H  6.282  -2.272  4.105
C  -3.633  2.063  -0.466
O  -2.562  2.443  0.033
N  -4.815  2.308  0.115
C  -5.959  1.559  -0.445
C  -4.862  2.646  1.538
H  -3.766  1.522  -1.410
H  -6.829  2.211  -0.434
H  -6.031  0.663  0.178
H  -5.852  1.171  -1.456
H  -4.335  3.581  1.701
H  -5.894  2.792  1.853
H  -4.466  1.809  2.112

The value obtained for the energy is -64005.5079 eV. The value obtained for the highest occupied orbital energy is -0.3996 Ha. The total charge is +1. Its multiplicity is 1. The value obtained for the LUMO energy is -0.194 hartree.


C36H36N5O2S6SbW as an isolated structure, computed with the ωB97M-V functional and the def2-TZVPD basis.

Positions of all 87 atoms, in Å:
W  1.819  0.841  0.553
C  3.798  -5.893  -0.325
C  3.145  -4.544  -0.438
C  2.955  -3.925  -1.670
C  2.390  -2.668  -1.750
C  1.956  -1.972  -0.617
N  1.353  -0.702  -0.745
C  0.459  -0.586  -1.815
C  -0.509  -1.574  -2.040
C  -1.403  -1.494  -3.085
C  -1.399  -0.402  -3.952
C  -2.408  -0.282  -5.059
C  -0.475  0.599  -3.718
C  0.448  0.507  -2.677
N  1.347  1.589  -2.494
C  1.773  2.440  -3.451
C  2.390  3.500  -2.839
C  2.302  3.226  -1.473
N  1.674  2.072  -1.271
C  2.170  -2.584  0.626
C  2.758  -3.847  0.694
N  1.783  -1.990  1.843
C  1.145  -2.667  2.958
C  1.029  -1.535  4.010
C  1.740  -0.397  3.356
N  2.038  -0.684  2.142
H  3.812  -6.405  -1.287
H  3.274  -6.531  0.387
H  4.832  -5.803  0.015
H  3.266  -4.428  -2.578
H  2.262  -2.200  -2.718
H  -0.534  -2.421  -1.367
H  -2.134  -2.284  -3.222
H  -2.497  -1.214  -5.618
H  -2.133  0.503  -5.763
H  -3.398  -0.042  -4.665
H  -0.488  1.489  -4.335
H  1.611  2.213  -4.490
H  2.861  4.345  -3.308
H  2.704  3.780  -0.637
H  2.933  -4.287  1.669
H  1.648  -3.588  3.250
H  1.325  -1.727  5.039
H  2.069  0.543  3.773
O  -0.473  -0.258  1.448
S  -0.983  0.000  2.837
C  -2.778  -0.242  2.726
C  -3.287  0.345  1.413
C  -3.156  1.864  1.319
C  -3.562  2.380  -0.057
S  -2.239  2.034  -1.301
O  -1.079  1.556  -0.497
C  -1.804  3.697  -1.778
C  -0.949  4.429  -0.964
C  -0.553  5.691  -1.373
C  -1.005  6.205  -2.584
C  -1.847  5.460  -3.396
C  -2.245  4.190  -2.996
C  -0.525  -1.512  3.779
C  -1.361  -1.649  5.006
C  -1.878  -2.826  5.354
C  -1.685  -4.034  4.542
C  -1.015  -4.003  3.392
C  -0.400  -2.756  2.848
H  -3.202  0.277  3.588
H  -3.016  -1.304  2.809
H  -4.335  0.050  1.308
H  -2.729  -0.112  0.592
H  -2.124  2.161  1.521
H  -3.790  2.352  2.064
H  -3.778  3.448  -0.054
H  -4.447  1.854  -0.424
H  -0.571  3.985  -0.049
H  0.122  6.269  -0.756
H  -0.686  7.190  -2.901
H  -2.182  5.858  -4.344
H  -2.883  3.583  -3.628
H  -1.506  -0.774  5.631
H  -2.458  -2.908  6.264
H  -2.123  -4.958  4.895
H  -0.905  -4.903  2.798
H  -0.727  -2.564  1.822
S  4.560  1.394  3.710
Sb  3.967  2.236  1.718
S  4.073  0.503  0.018
S  1.195  2.596  1.822
S  4.672  4.219  0.971

The relative energy (zero: lowest compared OMol25 entry of this formula, charge and spin) comes out at 90.06 kcal/mol. The value obtained for the energy is -122834.6714 eV. The value obtained for the highest occupied orbital energy (spin up / spin down) is -0.2355 / -0.2703 Ha. The expectation value of S² is 2.025. The total charge is 0. Its multiplicity is 3. The value obtained for the LUMO energy (spin up / spin down) is -0.026 / -0.024 hartree.


A 2-piece molecular cluster, H3O6 overall, computed with the ωB97M-V functional and the def2-TZVPD basis.

Positions of all 9 atoms, in Å:
O  1.313  -1.109  0.053
O  -1.300  1.213  0.420
O  1.680  0.182  -0.357
O  -0.533  -0.994  0.546
O  -1.873  0.353  -0.534
O  -1.340  -0.908  -0.327
H  1.560  -1.006  0.963
H  -1.759  2.092  0.349
H  2.252  0.177  -1.114

The relative energy (zero: lowest compared OMol25 entry of this formula, charge and spin) comes out at 11.75 kcal/mol. The value obtained for the energy is -12311.5745 eV. The value obtained for the highest occupied orbital energy (spin up / spin down) is -0.5893 / -0.5971 Ha. The total charge is +1. Its multiplicity is 1. The value obtained for the LUMO energy (spin up / spin down) is -0.303 / -0.300 hartree.


A 2-piece molecular cluster, C3H10N4 overall, computed with the ωB97M-V functional and the def2-TZVPD basis.

Positions of all 17 atoms, in Å:
H  -0.112  -0.543  1.920
N  -0.657  0.182  1.454
C  -0.690  0.063  0.191
C  -1.620  0.919  -0.614
C  -0.458  -1.493  -0.480
N  0.370  -2.247  0.117
H  0.462  -3.189  -0.264
H  -2.624  0.499  -0.577
H  -1.299  0.973  -1.653
H  -1.670  1.915  -0.173
H  -1.001  -1.754  -1.403
N  1.344  0.976  -0.402
N  2.009  0.854  0.844
H  1.065  1.941  -0.569
H  1.179  0.085  -0.894
H  2.381  -0.101  0.895
H  1.322  0.921  1.607

The relative energy (zero: lowest compared OMol25 entry of this formula, charge and spin) comes out at 76.73 kcal/mol. The value obtained for the energy is -9230.2563 eV. The value obtained for the highest occupied orbital energy is -0.3005 Ha. The total charge is 0. Its multiplicity is 1. The value obtained for the LUMO energy is 0.027 hartree.